ORCA calculation (ωB97M-V/def2-TZVPD) on the molecule C5H8N2 in a non-equilibrium geometry.

total charge = 0
energy above the lowest of the compared OMol25 structures with the same formula, charge and spin = 567.0 kJ/mol
largest force on an atom = 4.8 eV/Å
HOMO-LUMO gap (spin up / spin down) = 8.6 / 6.6 eV

Each line ends with the Löwdin charge.
Cartesian coordinates (Å):
C: 0.858 -1.233 0.180  -0.0746
C: 1.679 -0.091 0.184  -0.1911
C: -0.577 -1.355 -0.237  -0.1643
C: -0.347 1.493 -0.026  -0.1939
C: 1.266 1.214 0.138  -0.0352
N: -1.674 -0.459 0.301  -0.1272
N: -1.709 0.855 0.193  -0.0431
H: 1.518 -2.074 0.382  0.0873
H: 2.789 -0.213 0.427  0.1177
H: -0.794 -1.385 -1.244  0.0811
H: -1.055 -2.337 0.197  0.1452
H: -0.707 2.344 0.517  0.0679
H: -0.529 1.925 -1.060  0.1128
H: 1.920 2.085 -0.005  0.0899
H: -2.636 -0.769 0.053  0.1274